Density functional theory data (the ωB97M-V functional and the def2-TZVPD basis) for a cluster of 2 separate species, C5H4BrO3 in total at a distorted geometry.

Positions of all 13 atoms, in Å:
C -1.635440 1.227008 -1.477556
C -0.795646 0.456343 -1.067609
C 1.578263 -0.460742 -0.561944
C -0.118259 0.387388 1.636522
C -0.008570 -0.501352 -0.464689
O 2.023107 -1.589534 -0.328852
O 2.064348 0.606803 -0.828569
O -0.441996 -1.770810 -0.370665
Br -1.646770 1.509458 1.691848
H -1.957376 1.930899 -2.183094
H 0.656956 1.002375 1.851901
H -0.178944 -0.595355 2.262484
H 0.460327 -2.202481 -0.159776

Forces on atoms 1 to 3 (eV/Å):
-0.064 0.846 -0.593
0.498 -1.680 0.322
-2.869 -0.082 0.839

Properties
DFT total energy = -81430.2651 eV
Lowest unoccupied orbital energy (spin up / spin down) = 3.22 / 2.09 eV
Total charge = -1
Spin multiplicity = 3
Highest occupied orbital energy (spin up / spin down) = -0.07066 / -0.18510 hartree
Largest force on an atom = 4.85 eV/Å